Record 1
A 6-piece molecular cluster, C27H58INO15P overall, computed with the ωB97M-V functional and the def2-TZVPD basis.

**Electronic energy**: -78526.6469 eV
**E_HOMO**: -11.8 eV
**F_max**: 0.9 eV/Å
**Kohn-Sham gap**: 8.84 eV
**LUMO**: -3.0 eV
**Total charge**: +1

Geometry (Å):
1 C -4.078 6.566 3.631
2 C -2.653 6.413 4.152
3 C -1.877 5.152 3.746
4 I -3.080 3.471 3.294
5 N -0.922 4.799 4.866
6 P 0.470 3.660 4.373
7 C -0.075 2.011 4.898
8 C 1.169 1.112 4.731
9 C 1.696 4.127 5.643
10 C 1.470 3.687 7.092
11 H -4.383 7.602 3.769
12 H -4.782 5.939 4.172
13 H -4.142 6.349 2.565
14 H -2.077 7.272 3.798
15 H -2.675 6.472 5.244
16 H -1.235 5.379 2.899
17 H -0.485 5.684 5.138
18 H -1.469 4.499 5.677
19 H -0.438 1.979 5.927
20 H -0.869 1.675 4.240
21 H 0.879 0.075 4.590
22 H 1.814 1.186 5.605
23 H 1.763 1.433 3.871
24 H 1.788 5.216 5.607
25 H 2.626 3.709 5.252
26 H 1.159 2.649 7.176
27 H 2.398 3.792 7.653
28 H 0.732 4.311 7.598
29 C 4.708 -5.109 3.571
30 C 5.662 -4.092 4.152
31 O 5.807 -2.947 3.288
32 C 4.821 -2.068 3.327
33 O 3.843 -2.106 4.032
34 O 5.085 -1.103 2.438
35 C 4.061 -0.120 2.340
36 H 5.016 -5.391 2.565
37 H 4.689 -6.004 4.193
38 H 3.697 -4.709 3.513
39 H 6.667 -4.501 4.232
40 H 5.349 -3.761 5.141
41 H 3.821 0.290 3.319
42 H 3.164 -0.551 1.894
43 H 4.437 0.669 1.695
44 C -3.246 2.462 -0.538
45 C -2.467 1.170 -0.651
46 O -3.329 0.036 -0.811
47 C -3.818 -0.132 -2.044
48 O -3.576 0.566 -2.994
49 O -4.612 -1.194 -2.032
50 C -5.246 -1.471 -3.288
51 H -3.989 2.391 0.258
52 H -2.569 3.288 -0.316
53 H -3.770 2.688 -1.466
54 H -1.919 0.968 0.269
55 H -1.751 1.208 -1.470
56 H -4.510 -1.538 -4.085
57 H -5.975 -0.696 -3.520
58 H -5.750 -2.424 -3.171
59 C 5.066 4.524 -3.596
60 C 5.266 4.502 -2.098
61 O 4.538 3.426 -1.474
62 C 5.104 2.225 -1.587
63 O 6.153 1.979 -2.116
64 O 4.298 1.331 -1.006
65 C 4.763 -0.021 -1.092
66 H 4.003 4.561 -3.838
67 H 5.551 5.402 -4.022
68 H 5.493 3.637 -4.060
69 H 4.864 5.404 -1.640
70 H 6.320 4.424 -1.835
71 H 5.778 -0.110 -0.711
72 H 4.725 -0.378 -2.119
73 H 4.090 -0.610 -0.477
74 C -5.658 1.056 -7.462
75 C -4.841 -0.217 -7.473
76 O -5.667 -1.382 -7.633
77 C -6.083 -1.618 -8.877
78 O -5.806 -0.969 -9.851
79 O -6.860 -2.698 -8.855
80 C -7.422 -3.049 -10.125
81 H -6.439 0.999 -6.703
82 H -5.016 1.908 -7.239
83 H -6.132 1.224 -8.428
84 H -4.346 -0.355 -6.514
85 H -4.079 -0.193 -8.251
86 H -6.644 -3.141 -10.879
87 H -8.148 -2.300 -10.437
88 H -7.914 -4.004 -9.976
89 C 1.463 -8.075 -2.216
90 C 2.161 -8.448 -0.928
91 O 2.292 -7.319 -0.042
92 C 1.193 -6.996 0.631
93 O 0.133 -7.563 0.588
94 O 1.466 -5.923 1.379
95 C 0.352 -5.428 2.124
96 H 1.973 -7.240 -2.697
97 H 1.466 -8.925 -2.899
98 H 0.429 -7.787 -2.031
99 H 3.185 -8.763 -1.119
100 H 1.645 -9.255 -0.410
101 H -0.103 -6.219 2.715
102 H -0.391 -4.996 1.455
103 H 0.753 -4.658 2.778

Mulliken population analysis, charges in e, atoms 1 to 2: -1.543, -0.246

Record 2
C27H58LuN5O2S6SbSi3 as an isolated structure, computed with the ωB97M-V functional and the def2-TZVPD basis.

**Electronic energy**: -169299.6453 eV
**E_HOMO**: -4.4 eV
**F_max**: 0.4 eV/Å
**Kohn-Sham gap**: 6.33 eV
**LUMO**: 1.9 eV
**Total charge**: -1

Geometry (Å):
1 Lu 0.290 -1.139 1.697
2 C -2.766 0.758 1.763
3 N -2.450 -0.611 2.169
4 C -2.909 -0.752 3.554
5 C -3.174 -1.565 1.322
6 C -2.554 -1.715 -0.049
7 N -1.238 -2.375 -0.041
8 C -0.747 -2.336 -1.432
9 C -1.379 -3.802 0.315
10 H -3.839 0.962 1.897
11 H -2.509 0.925 0.723
12 H -2.203 1.454 2.380
13 H -3.975 -0.483 3.625
14 H -2.336 -0.082 4.194
15 H -2.770 -1.770 3.903
16 H -4.217 -1.231 1.198
17 H -3.197 -2.525 1.839
18 H -2.431 -0.742 -0.533
19 H -3.238 -2.300 -0.682
20 H -1.436 -2.904 -2.073
21 H 0.237 -2.798 -1.483
22 H -0.700 -1.305 -1.786
23 H -1.688 -3.931 1.346
24 H -0.418 -4.303 0.209
25 H -2.107 -4.270 -0.363
26 C 0.266 2.243 1.696
27 O -0.083 1.321 0.652
28 Si -0.536 2.184 -0.853
29 C -1.468 3.688 -0.159
30 C 1.097 2.956 -1.410
31 C -1.385 1.224 -2.086
32 Si -0.592 1.131 -3.748
33 C -0.432 2.820 -4.634
34 C 1.145 0.407 -3.951
35 C -1.509 0.002 -4.969
36 Si -3.202 1.313 -2.327
37 C -4.335 1.711 -0.852
38 C -3.765 2.650 -3.559
39 C -3.963 -0.325 -2.938
40 H 0.911 3.036 1.317
41 H 0.797 1.719 2.482
42 H -0.625 2.710 2.116
43 H -0.779 4.426 0.256
44 H -2.198 3.451 0.614
45 H -2.006 4.162 -0.983
46 H 1.571 3.521 -0.604
47 H 0.881 3.665 -2.212
48 H 1.813 2.227 -1.781
49 H 0.617 3.113 -4.722
50 H -0.956 3.613 -4.099
51 H -0.845 2.778 -5.645
52 H 1.922 0.941 -3.407
53 H 1.376 0.475 -5.020
54 H 1.190 -0.644 -3.661
55 H -2.546 0.272 -5.159
56 H -1.495 -1.034 -4.628
57 H -0.975 0.042 -5.923
58 H -3.956 2.441 -0.144
59 H -4.601 0.809 -0.299
60 H -5.260 2.116 -1.271
61 H -3.574 3.646 -3.151
62 H -4.844 2.555 -3.714
63 H -3.280 2.605 -4.532
64 H -4.445 -0.850 -2.111
65 H -3.216 -0.994 -3.358
66 H -4.729 -0.152 -3.699
67 C -0.079 -0.128 6.025
68 C 0.893 -0.199 4.887
69 O 0.492 -0.032 3.726
70 N 2.160 -0.480 5.188
71 C 3.193 -0.910 4.244
72 C 3.723 0.132 3.294
73 C 5.056 0.522 3.372
74 C 5.563 1.400 2.431
75 C 4.716 1.874 1.442
76 C 3.403 1.431 1.437
77 N 2.912 0.571 2.327
78 H -0.636 -1.069 6.002
79 H -0.774 0.691 5.853
80 H 0.402 -0.013 6.994
81 H 2.319 -0.763 6.141
82 H 2.834 -1.761 3.659
83 H 4.005 -1.298 4.854
84 H 5.682 0.127 4.161
85 H 6.601 1.709 2.469
86 H 5.055 2.570 0.687
87 H 2.717 1.774 0.673
88 S 2.580 -4.212 5.043
89 Sb 1.313 -4.237 3.138
90 S -0.591 -2.860 3.485
91 S 2.275 -2.773 1.491
92 S 0.796 -6.232 2.191
93 S 1.850 -0.408 -0.808
94 C 2.979 -1.373 -1.541
95 N 4.021 -0.864 -2.221
96 C 5.011 -1.801 -2.719
97 C 4.234 -3.088 -2.962
98 S 2.951 -3.108 -1.673
99 H 4.224 0.115 -2.089
100 H 5.805 -1.955 -1.980
101 H 5.453 -1.422 -3.641
102 H 4.862 -3.968 -2.843
103 H 3.773 -3.098 -3.950

Mulliken population analysis, charges in e, atoms 1 to 2: 0.440, -0.671